52
Properties=species:S:1:pos:R:3:lowdin_spin:R:1 method="wB97M-V/def2-TZVPD" total_charge=-1 lumo_ev="2.334 / 2.281" s_squared=8.754 gap_ev="6.967 / 7.121" max_force_ev_per_a=0.40 multiplicity=6
Mn -0.100 3.042 -0.048 4.696
Cl 6.341 0.844 -2.813 0.000
C 4.964 1.284 -1.836 0.002
C 4.726 0.591 -0.636 0.001
C 3.654 0.908 0.150 0.002
C 2.718 1.931 -0.216 0.007
O 1.715 2.165 0.531 0.045
C 3.002 2.629 -1.431 0.003
C 2.190 3.710 -1.916 0.011
O 1.130 4.142 -1.454 0.040
C 4.124 2.291 -2.213 0.001
H 5.413 -0.193 -0.341 0.000
H 3.471 0.394 1.085 0.000
H 2.599 4.211 -2.811 0.002
H 4.307 2.836 -3.132 0.000
C -0.310 -3.328 -1.659 0.000
C 0.552 -3.830 -0.504 0.000
C 0.418 -3.027 0.790 0.000
C 1.219 -1.731 0.832 0.000
N 0.895 -0.765 -0.206 0.002
C -0.203 -0.048 -0.510 0.007
S -0.115 0.883 -1.944 0.028
N -1.339 -0.017 0.192 0.007
C -1.649 -0.426 1.560 0.001
C -2.787 -1.447 1.647 0.000
C -4.196 -0.856 1.627 0.000
C -4.598 -0.220 0.302 0.000
H -0.256 -4.012 -2.507 0.000
H -0.013 -2.340 -2.007 0.001
H -1.357 -3.261 -1.354 0.000
H 1.605 -3.863 -0.806 0.000
H 0.273 -4.866 -0.290 0.000
H 0.762 -3.633 1.634 0.000
H -0.638 -2.826 0.978 0.000
H 2.271 -1.974 0.661 0.000
H 1.181 -1.275 1.823 0.000
H 1.643 -0.544 -0.844 0.000
H -1.956 0.719 -0.161 0.001
H -1.904 0.488 2.100 0.000
H -0.755 -0.810 2.037 0.000
H -2.658 -2.010 2.578 0.000
H -2.686 -2.173 0.833 0.000
H -4.278 -0.113 2.426 0.000
H -4.904 -1.653 1.878 0.000
H -4.045 0.698 0.104 0.000
H -5.656 0.049 0.306 0.000
H -4.431 -0.909 -0.530 0.000
O -3.131 4.096 2.311 0.006
S -2.097 3.735 1.381 0.008
O -1.258 2.558 1.803 0.044
O -1.105 4.799 1.061 0.044
S -2.747 3.143 -0.463 0.038

55
Properties=species:S:1:pos:R:3:mulliken_charge:R:1 method="wB97M-V/def2-TZVPD" lumo_ev=0.199 gap_ev=11.499 max_force_ev_per_a=2.39
O 0.702 0.095 3.741 -0.596
S 0.319 -0.986 2.903 1.136
O -0.988 -0.797 2.386 -0.487
O 0.543 -2.412 3.621 -0.362
C 1.794 -3.025 3.231 0.078
O 2.596 -3.117 4.363 -0.524
C 2.433 -1.937 2.343 0.129
C 3.484 -2.346 1.363 -1.134
C 4.041 -1.121 0.603 -0.471
O 4.211 -0.093 1.551 -0.298
C 4.505 1.151 0.983 -0.773
C 3.363 1.750 0.141 0.968
F 2.216 1.230 0.432 -0.230
F 3.604 1.573 -1.137 -0.298
F 3.256 3.029 0.412 -0.324
O 1.312 -1.283 1.683 -0.358
H 1.652 -4.018 2.828 0.444
H 2.433 -2.327 4.892 0.390
H 2.742 -1.185 3.068 0.474
H 3.099 -3.056 0.638 0.373
H 4.317 -2.741 1.940 0.320
H 3.322 -0.883 -0.182 0.308
H 4.976 -1.444 0.137 0.452
H 5.446 1.170 0.432 0.349
H 4.638 1.838 1.814 0.360
C 1.299 5.256 -0.876 -0.347
C 1.050 6.700 -0.864 0.150
N 0.857 7.820 -0.855 -0.372
H 1.723 4.962 -1.828 0.173
H 1.992 4.997 -0.081 0.142
H 0.366 4.719 -0.725 0.296
C -3.774 -0.834 1.155 -0.781
C -4.628 -1.030 -0.029 0.405
N -5.286 -1.178 -0.944 -0.426
H -3.937 0.161 1.562 0.373
H -4.013 -1.573 1.916 0.274
H -2.729 -0.939 0.879 0.247
C -4.557 -4.306 1.056 -0.429
C -3.375 -4.958 1.622 0.335
N -2.457 -5.463 2.063 -0.385
H -4.273 -3.367 0.591 -0.172
H -5.016 -4.951 0.310 0.319
H -5.281 -4.103 1.843 0.289
C 2.696 1.942 -5.174 -0.849
C 2.069 2.556 -4.004 0.354
N 1.583 3.033 -3.095 -0.338
H 3.142 2.712 -5.799 0.266
H 3.470 1.248 -4.854 0.275
H 1.948 1.402 -5.750 0.285
C -6.863 1.087 -3.320 -0.675
C -7.710 0.892 -4.498 0.270
N -8.367 0.740 -5.413 -0.341
H -7.026 2.083 -2.911 0.276
H -7.104 0.345 -2.562 0.215
H -5.816 0.983 -3.596 0.245

59
Properties=species:S:1:pos:R:3:mulliken_charge:R:1 method="wB97M-V/def2-TZVPD" lumo_ev=-1.168 gap_ev=7.635 relative_energy_kj_mol=0.0 max_force_ev_per_a=1.03
Ir -0.091 0.129 1.543 1.733
O -3.022 -1.206 4.053 -0.490
P -1.614 -0.781 3.491 0.653
O -1.292 0.703 3.354 -0.767
O -1.502 -1.356 2.086 -0.649
O -0.579 -1.454 4.487 -0.375
P 1.018 -1.011 4.327 0.513
O 1.036 0.444 4.954 -0.514
O 1.888 -1.958 5.006 -0.749
O 1.182 -0.888 2.790 -0.414
H -3.151 -1.009 4.990 0.348
H 0.336 0.996 4.562 0.444
O 0.760 4.000 0.919 -0.689
C 0.340 2.869 0.946 0.283
O 0.998 1.831 1.381 -0.701
C -1.024 2.542 0.382 0.729
C -1.824 3.562 -0.149 -0.987
C -3.025 3.226 -0.693 -0.793
C -3.415 1.871 -0.741 1.154
C -4.631 1.472 -1.345 -0.887
C -4.966 0.151 -1.417 -0.639
C -4.098 -0.823 -0.885 -0.862
C -2.923 -0.474 -0.283 -0.667
C -2.558 0.886 -0.195 0.283
N -1.366 1.265 0.385 0.067
H -1.448 4.573 -0.095 0.606
H -3.684 3.980 -1.106 0.452
H -5.279 2.236 -1.756 0.390
H -5.892 -0.152 -1.886 0.409
H -4.363 -1.870 -0.958 0.433
H -2.274 -1.224 0.135 0.677
C 4.121 0.032 -1.435 -0.870
N 4.198 -0.701 -0.177 0.117
C 4.055 -2.129 -0.446 -0.851
N 2.835 -2.472 -1.180 0.108
C 2.784 -1.676 -2.406 -0.937
N 2.896 -0.233 -2.190 0.089
C 1.718 0.306 -1.505 -0.826
P 1.512 -0.502 0.133 2.586
C 3.211 -0.227 0.791 -1.320
C 1.640 -2.262 -0.359 -1.293
H 4.968 -0.264 -2.056 0.340
H 4.194 1.102 -1.233 0.408
H 4.068 -2.674 0.499 0.425
H 4.908 -2.448 -1.047 0.304
H 1.852 -1.889 -2.933 0.332
H 3.617 -1.983 -3.041 0.315
H 0.839 0.136 -2.123 -0.050
H 1.839 1.382 -1.359 0.496
H 3.311 -0.759 1.736 0.407
H 3.338 0.839 0.982 0.338
H 0.747 -2.559 -0.915 0.397
H 1.685 -2.871 0.547 0.439
N -1.516 0.479 -3.499 -0.577
N -1.325 -0.849 -3.029 -0.310
H -0.901 1.152 -3.049 0.284
H -2.472 0.742 -3.306 0.300
H -1.008 -0.891 -2.061 -0.020
H -0.650 -1.313 -3.622 0.375

49
Properties=species:S:1:pos:R:3:mulliken_charge:R:1 method="wB97M-V/def2-TZVPD" total_charge=+1 lumo_ev=-1.794 gap_ev=11.112 relative_energy_kj_mol=0.0 max_force_ev_per_a=2.65
Li 9.713 -20.194 11.582 1.199
O 11.577 -20.453 10.946 -0.621
C 12.642 -20.217 10.448 0.398
O 12.837 -19.907 9.197 -0.296
C 14.152 -19.574 8.869 -0.424
C 14.847 -19.428 10.227 -0.536
C 13.939 -20.243 11.168 -0.356
H 14.212 -18.651 8.293 0.290
H 14.478 -20.402 8.239 0.302
H 14.924 -18.386 10.537 0.292
H 15.872 -19.792 10.153 0.317
H 13.990 -19.861 12.187 0.298
H 14.214 -21.291 11.287 0.298
O 9.367 -18.635 10.153 -0.734
C 9.096 -18.666 8.956 0.519
O 10.040 -18.878 7.956 -0.279
C 9.544 -18.502 6.659 -0.472
C 8.043 -18.530 6.794 -0.561
C 7.794 -18.402 8.230 0.268
H 9.876 -19.206 5.896 0.330
H 9.944 -17.546 6.322 0.278
H 7.623 -19.450 6.387 0.284
H 7.615 -17.706 6.224 0.293
H 7.025 -19.089 8.586 -0.275
H 7.472 -17.410 8.546 0.317
O 8.047 -21.209 10.989 -0.577
C 6.983 -21.568 10.560 0.420
O 6.041 -20.689 10.090 -0.367
C 4.821 -21.247 9.660 -0.295
C 5.187 -22.702 9.533 -0.568
C 6.499 -22.946 10.329 -0.467
H 4.540 -20.781 8.715 0.265
H 3.989 -21.041 10.333 0.261
H 5.289 -22.913 8.468 0.255
H 4.333 -23.266 9.909 0.346
H 7.324 -23.570 9.984 0.374
H 6.219 -23.421 11.270 0.271
O 9.670 -19.863 13.569 -0.676
C 9.503 -20.270 14.725 0.522
O 8.384 -20.007 15.450 -0.287
C 8.489 -20.369 16.799 -0.381
C 9.986 -20.432 17.038 -0.591
C 10.524 -20.975 15.665 -0.479
H 8.069 -21.372 16.865 0.298
H 8.113 -19.651 17.528 0.316
H 10.367 -21.020 17.874 0.364
H 10.271 -19.386 17.152 0.279
H 10.487 -22.063 15.606 0.299
H 11.551 -20.751 15.376 0.291

44
Properties=species:S:1:pos:R:3:mulliken_charge:R:1 method="wB97M-V/def2-TZVPD" lumo_ev=0.530 gap_ev=10.023 relative_energy_kj_mol=20.8 max_force_ev_per_a=0.42 smiles="CCCCNC(=O)c1cccc(C(=O)NCCCC)c1"
C 6.041 2.458 0.468 -1.156
C 5.176 2.579 -0.781 -0.499
C 3.843 1.841 -0.659 -0.381
H 3.223 2.082 -1.527 0.343
H 3.317 2.182 0.235 0.264
C 4.015 0.322 -0.584 -0.843
N 2.738 -0.352 -0.543 -0.132
C 2.319 -1.063 0.529 0.328
O 3.000 -1.232 1.522 -0.666
C 0.950 -1.648 0.386 0.652
C -0.093 -0.946 -0.207 -0.791
C -1.353 -1.523 -0.308 0.617
C -1.558 -2.815 0.165 -0.633
C -0.529 -3.504 0.781 -0.603
C 0.718 -2.919 0.904 -0.637
H 1.532 -3.435 1.389 0.479
H -0.698 -4.499 1.165 0.410
H -2.536 -3.258 0.049 0.482
C -2.504 -0.816 -0.951 0.151
O -3.327 -1.397 -1.629 -0.655
N -2.538 0.520 -0.727 -0.072
H -1.905 0.922 -0.055 0.256
C -3.618 1.354 -1.201 -0.966
C -4.587 1.759 -0.087 -0.455
C -3.952 2.682 0.951 -0.235
C -4.972 3.149 1.982 -1.330
H -4.505 3.803 2.715 0.369
H -5.779 3.695 1.499 0.332
H -5.401 2.297 2.506 0.338
H -3.523 3.552 0.447 0.271
H -3.142 2.160 1.467 0.264
H -4.960 0.857 0.402 0.272
H -5.438 2.267 -0.545 0.354
H -3.196 2.248 -1.672 0.355
H -4.146 0.767 -1.955 0.379
H 0.077 0.050 -0.592 0.610
H 2.144 -0.279 -1.353 0.274
H 4.588 -0.031 -1.449 0.301
H 4.536 0.038 0.331 0.374
H 5.723 2.192 -1.644 0.298
H 4.969 3.635 -0.968 0.307
H 5.491 2.791 1.345 0.301
H 6.931 3.074 0.368 0.359
H 6.356 1.431 0.629 0.312

47
Properties=species:S:1:pos:R:3:mulliken_charge:R:1 method="wB97M-V/def2-TZVPD" lumo_ev=0.463 gap_ev=9.437 relative_energy_kj_mol=13.7 max_force_ev_per_a=0.96 smiles="CSc1ccccc1NC(=O)CN(C1CCCCC1)S(C)(=O)=O"
C 0.874 -1.004 3.250 -0.411
H 1.785 -1.506 3.562 0.435
H 1.016 -0.528 2.284 -0.175
H 0.575 -0.272 3.994 0.349
S -0.477 -2.225 3.143 -0.211
C 0.194 -3.213 1.805 0.211
C 0.971 -4.318 2.094 -0.481
C 1.527 -5.059 1.065 -0.498
C 1.298 -4.685 -0.248 -0.728
C 0.511 -3.587 -0.546 -0.588
C -0.059 -2.841 0.480 0.364
N -0.881 -1.735 0.265 0.015
C -1.120 -1.049 -0.881 0.772
O -0.606 -1.303 -1.951 -0.690
C -2.106 0.105 -0.702 -1.246
N -1.633 1.347 -1.246 0.323
S -2.152 1.782 -2.760 1.275
O -3.445 1.191 -2.943 -0.689
O -2.030 3.208 -2.860 -0.678
C -1.004 1.042 -3.944 -0.820
H -0.111 1.650 -3.967 0.289
H -0.795 0.031 -3.617 0.159
H -1.496 1.045 -4.908 0.462
C -0.546 2.088 -0.647 -0.197
C -0.877 2.549 0.776 -0.836
C 0.215 3.491 1.276 -0.819
C 1.574 2.797 1.253 -0.378
C 1.894 2.288 -0.150 -1.023
C 0.796 1.351 -0.647 0.105
H 1.028 0.990 -1.650 0.391
H 0.740 0.481 0.011 -0.327
H 2.853 1.765 -0.146 0.387
H 1.977 3.137 -0.832 0.402
H 2.350 3.492 1.580 0.356
H 1.566 1.958 1.952 0.110
H 0.246 4.375 0.637 0.375
H -0.017 3.819 2.292 0.385
H -1.844 3.054 0.773 0.252
H -0.941 1.687 1.444 0.234
H -0.464 2.977 -1.281 0.476
H -2.384 0.235 0.349 0.282
H -3.008 -0.129 -1.276 0.521
H -1.331 -1.420 1.122 0.147
H 0.331 -3.297 -1.567 0.490
H 1.732 -5.256 -1.054 0.382
H 2.135 -5.921 1.291 0.392
H 1.138 -4.590 3.126 0.455

55
Properties=species:S:1:pos:R:3:lowdin_spin:R:1 method="wB97M-V/def2-TZVPD" total_charge=-2 lumo_ev="4.060 / 4.057" s_squared=0.755 gap_ev="4.408 / 5.661" relative_energy_kj_mol=34.5 max_force_ev_per_a=0.64 multiplicity=2
Pt 0.481 -0.788 -0.937 0.689
C 1.329 4.541 -2.164 0.000
C 0.109 4.259 -3.012 0.003
O -0.971 3.818 -2.183 0.003
P -1.521 2.303 -2.315 0.018
S 0.021 1.042 -2.505 0.064
S -2.892 2.020 -0.950 0.002
O -2.188 2.458 -3.808 0.007
C -3.261 1.613 -4.203 0.001
C -2.861 0.163 -4.414 0.000
H 2.129 4.957 -2.783 0.000
H 1.698 3.621 -1.709 0.000
H 1.087 5.260 -1.379 0.000
H 0.339 3.504 -3.767 0.002
H -0.246 5.160 -3.523 0.000
H -3.630 2.044 -5.139 0.000
H -4.056 1.681 -3.454 0.000
H -1.990 0.094 -5.066 0.000
H -3.694 -0.378 -4.871 0.000
H -2.606 -0.314 -3.469 0.000
C -1.199 0.051 4.428 0.000
C -0.121 0.210 3.390 0.000
C -0.257 1.154 2.374 -0.001
C 0.710 1.289 1.394 0.000
C 1.837 0.473 1.412 0.000
C 2.002 -0.451 2.432 0.001
C 1.019 -0.585 3.406 -0.001
S 3.069 0.599 0.110 0.003
O 4.345 0.378 0.776 0.003
O 2.865 1.908 -0.467 -0.001
N 2.717 -0.538 -0.943 0.037
C 3.443 -1.792 -0.780 0.005
C 2.633 -2.972 -0.234 0.006
O 3.220 -3.875 0.363 0.005
O 1.381 -2.960 -0.499 0.063
H -1.665 1.009 4.662 0.000
H -0.799 -0.367 5.355 0.000
H -1.994 -0.610 4.071 0.000
H -1.146 1.772 2.328 0.000
H 0.585 1.996 0.583 0.000
H 2.888 -1.073 2.450 0.000
H 1.153 -1.313 4.202 0.000
H 4.317 -1.673 -0.137 0.002
H 3.823 -2.116 -1.758 0.000
S -1.749 -1.462 -0.354 0.031
C -1.558 -2.553 0.907 0.026
N -0.525 -3.343 1.152 0.012
C -0.555 -4.155 2.346 0.002
C -1.612 -3.557 3.275 0.004
S -2.795 -2.724 2.174 0.008
H 0.348 -3.283 0.527 0.001
H 0.438 -4.146 2.801 0.000
H -0.801 -5.195 2.098 0.001
H -1.173 -2.826 3.952 0.000
H -2.120 -4.326 3.856 0.000

49
Properties=species:S:1:pos:R:3:mulliken_charge:R:1 method="wB97M-V/def2-TZVPD" lumo_ev=0.613 gap_ev=9.410 relative_energy_kj_mol=1574.9 max_force_ev_per_a=17.11 smiles="COc1ccc(S(=O)(=O)N[C@H](C)C(=O)NC[C@H]2CCCO2)cc1OC"
C 6.245 -0.488 2.306 -1.196
H 7.433 -0.512 2.143 0.199
O 5.893 -0.025 0.917 -0.287
C 4.456 -0.038 0.712 0.793
C 3.449 -0.422 1.541 -0.640
C 2.023 -0.188 1.428 -0.545
C 1.638 0.155 0.272 -0.898
C 2.657 0.548 -0.994 -1.277
C 3.969 0.417 -0.666 1.024
O 5.081 0.564 -1.442 -0.338
C 4.671 1.229 -2.723 -1.110
H 4.083 2.075 -2.842 0.444
H 5.711 0.978 -3.355 0.275
H 4.162 0.364 -3.237 0.424
H 2.320 0.822 -1.970 0.412
S -0.058 0.379 -0.213 1.222
O -0.730 0.563 0.882 -0.569
O -0.163 1.185 -1.422 -0.777
N -0.229 -1.049 -0.858 -0.147
H -0.482 -1.207 -1.672 0.293
C -1.279 -1.965 -0.085 0.249
C -2.822 -1.733 -0.276 0.464
O -3.484 -2.649 -0.324 -0.566
N -3.101 -0.555 -0.708 0.015
H -2.394 0.336 -1.035 0.318
C -4.308 -0.238 -1.254 -1.636
H -4.382 -0.006 -2.248 0.656
H -4.938 -1.022 -1.274 0.620
C -5.090 0.716 -0.155 0.165
C -4.999 0.220 1.260 -0.712
H -5.991 -0.046 1.408 0.396
C -4.707 1.488 1.855 -0.419
H -4.160 1.335 2.950 0.307
C -3.767 2.101 0.982 -0.004
H -3.755 3.246 1.141 0.291
O -4.237 2.173 -0.248 -0.500
H -2.696 1.843 0.910 -0.066
H -5.568 2.135 2.430 0.234
H -4.290 -0.464 1.348 0.236
H -6.142 1.105 -0.528 0.380
C -0.719 -3.500 0.162 -2.004
H -0.939 -3.733 -0.776 0.500
H 0.100 -3.565 0.450 0.802
H -1.555 -4.146 0.614 0.298
H -1.270 -1.490 0.949 0.232
H 1.467 -0.333 2.101 1.329
H 3.780 -0.650 2.735 0.062
H 6.025 0.089 3.023 0.493
H 5.865 -1.392 2.399 0.559